# 1
Below is 13 unconnected molecules or ions with the total composition C39H104O13 at a distorted geometry, with properties calculated with the ωB97M-V functional and the def2-TZVPD basis.

Calculated values
Calculated total energy = -68742.4201 eV
LUMO energy = 0.45 eV
Total charge = 0
Orbital gap = 9.756 eV
ΔE to the lowest compared entry with this formula, charge and spin = 132.71 kcal per mole
Largest force on an atom = 3.672 eV/A

Structure (XYZ):
```
156
Properties=species:S:1:pos:R:3:forces:R:3:mulliken_charge:R:1
C -0.866180 0.541839 -4.447869 0.9002 -0.4356 -0.0053 0.21
C -1.196530 0.615149 -5.941229 -0.4024 -0.4071 1.5428 0.12
C -2.551900 0.011989 -6.227349 -0.6170 0.3736 -0.5263 -1.07
O -1.174150 1.972289 -6.252919 0.4322 1.1747 -1.2259 -0.63
H -0.610750 -0.472641 -4.141759 -0.3584 -0.1665 0.2447 0.17
H -1.631700 0.993459 -3.816899 -0.4058 -0.2857 -0.1384 -0.35
H 0.020020 1.136369 -4.225909 0.1466 0.0466 -0.2894 -0.02
H -0.448890 0.091959 -6.537399 0.2416 0.3161 -0.0354 0.41
H -2.561210 -1.065731 -6.390189 0.0661 -0.0182 0.3760 0.30
H -2.956950 0.459959 -7.134739 0.1548 -0.0666 -0.3007 0.39
H -3.253620 0.330059 -5.456289 -0.0972 -0.3556 0.2846 0.09
H -1.978370 2.413109 -5.969169 -0.1845 -0.1779 0.1756 0.34
C -0.807890 3.884149 -2.669999 0.2779 -0.6269 0.4684 -0.84
C -0.732770 4.921879 -1.554959 -0.1504 -1.9699 1.2252 0.21
C 0.211440 4.476769 -0.384089 -0.3533 0.0207 -2.1517 -0.04
O -0.318350 6.103299 -2.133789 0.0746 0.9843 -0.4649 -0.62
H 0.181230 3.928979 -3.125769 0.1741 -0.7368 -0.0823 0.41
H -1.526850 3.994179 -3.481839 -0.3065 0.7823 0.1932 0.50
H -1.082290 2.906979 -2.272579 0.5322 -0.2379 0.0139 -0.36
H -1.707140 4.963539 -1.068179 -0.4890 0.6589 -0.1128 0.25
H -0.275860 3.590889 0.023171 0.1217 0.3944 0.8247 -0.22
H 0.411860 5.346699 0.241321 -0.2697 -0.3901 0.3988 0.53
H 1.153570 4.114469 -0.795489 0.1976 0.1103 -0.0596 -0.13
H -0.426070 5.868189 -3.058299 0.2555 1.0237 -0.3428 0.37
C 0.680650 5.894389 4.665031 0.1295 0.0704 0.1880 -1.34
C -0.547970 4.970299 4.452941 0.8593 -0.8538 -0.3871 0.37
C -0.311520 4.125139 3.149221 0.2590 0.6381 0.2929 -0.87
O -0.737700 4.003399 5.516271 0.2667 0.5740 -0.4789 -0.53
H 0.653910 6.780719 4.031141 -0.2004 -0.1752 -0.4048 0.34
H 1.626420 5.385569 4.478681 -0.1454 -0.1437 -0.2694 0.16
H 0.825350 6.324029 5.656281 -0.5947 -0.2570 0.3735 0.42
H -1.447000 5.586589 4.448121 -0.0989 -0.0336 -0.5030 0.47
H -0.519550 4.690799 2.241011 -0.2609 0.0781 0.1734 0.49
H -0.793920 3.150059 3.081281 -0.5899 0.2650 0.3809 0.35
H 0.745410 3.874419 3.059001 0.1969 0.1202 0.2382 -0.21
H -1.104630 4.483569 6.262191 0.0685 -0.1227 0.2608 0.27
C 1.907200 1.258269 4.517111 0.3570 -2.0066 -1.1506 0.58
C 1.846310 1.552099 5.978151 0.3275 3.5200 0.9928 -0.19
C 2.494500 2.976779 6.221821 0.5054 -0.0710 -0.3357 -1.17
O 0.502520 1.638139 6.411211 0.1890 -0.6408 0.2412 -0.65
H 0.980250 0.863549 4.101111 -0.3127 -0.3887 0.6144 -0.42
H 2.609600 0.425339 4.486201 0.1951 -0.0163 -0.9653 0.44
H 2.127800 1.969049 3.720731 0.6846 0.6564 0.7771 -0.52
H 2.427120 0.880839 6.610741 -0.4601 -0.4666 -0.1951 0.56
H 2.102210 3.742859 5.552991 -0.2775 -0.3609 -0.3080 -0.02
H 3.563460 2.950339 6.010341 0.1998 -0.1652 -0.0980 0.45
H 2.409280 3.459669 7.195291 -0.2866 -0.7130 0.4247 0.35
H 0.219940 2.363349 5.849241 -1.0629 0.3949 0.2174 0.46
C -4.183470 2.124689 -0.924809 -1.0802 -1.9377 0.4470 -1.23
C -4.551300 1.577899 -2.352009 0.6025 2.4386 2.2343 1.77
C -6.071990 1.651109 -2.572679 0.7068 -1.0422 0.0073 -1.82
O -3.884560 2.541019 -3.132489 0.1903 0.2614 -2.1627 -0.50
H -3.139750 2.382839 -0.745619 0.0751 -0.3670 -0.4238 0.07
H -4.494620 1.314449 -0.265419 0.2437 0.0986 0.7207 0.33
H -4.766540 2.991829 -0.614649 -0.2681 0.1213 -0.4228 0.55
H -4.050510 0.630549 -2.551599 -0.4179 -0.0151 0.0361 -0.69
H -6.630440 1.179119 -1.764309 0.0956 -0.0044 0.1096 0.41
H -6.296990 1.087159 -3.477909 -0.3132 0.3675 -0.1973 0.33
H -6.393630 2.691429 -2.621529 0.0469 -0.0277 -0.2186 0.43
H -4.322060 3.364829 -2.905469 0.1792 0.3350 -0.2177 0.40
C 4.469900 -1.188251 0.612141 -0.0260 0.9650 -2.8067 -1.51
C 3.632670 -1.996181 1.510181 1.7573 0.3371 0.0169 1.97
C 4.548320 -2.972711 2.194201 -0.7688 -0.7538 -0.1880 -1.79
O 3.134220 -1.109891 2.444311 -1.3905 -0.1122 1.4466 -0.41
H 5.253320 -0.604871 1.095901 0.1020 -0.3276 -0.0219 0.16
H 3.823670 -0.503571 0.062861 -0.2000 0.6295 0.3847 0.09
H 4.785050 -1.738401 -0.274489 0.8911 -0.4971 0.3030 0.56
H 2.923970 -2.503171 0.855341 -0.7628 -0.2197 0.4163 -0.44
H 4.002060 -3.476271 2.991781 0.2419 -0.1912 0.1323 0.31
H 5.446040 -2.483551 2.572231 -0.1117 -0.0292 0.0553 0.33
H 4.794640 -3.677491 1.400021 0.4061 -0.3905 0.3269 0.48
H 3.079650 -0.231341 2.061211 -0.1482 0.5292 -0.1763 -0.20
C 0.628230 -3.708351 5.089221 0.3988 0.2511 -1.0391 -1.32
C -0.036810 -2.339301 4.991421 -1.1445 -0.0503 1.4713 0.50
C -0.277090 -1.755081 3.628211 1.3341 -0.0551 -0.8431 -0.40
O -1.315710 -2.473981 5.598321 -1.3584 -0.6514 0.6055 -0.64
H 1.643310 -3.655511 4.695611 0.2337 0.1609 0.1219 0.16
H 0.140300 -4.419841 4.423031 -0.3716 -0.1262 0.1614 0.24
H 0.672450 -4.105901 6.103171 -0.2166 0.2164 -0.0627 0.40
H 0.423190 -1.662851 5.711781 1.0792 0.3330 -0.7252 0.15
H -1.034240 -2.261971 3.029971 -0.1371 -0.4436 0.4069 0.47
H 0.668270 -1.859171 3.095731 0.1261 0.4001 -0.4209 -0.26
H -0.562840 -0.703211 3.631901 0.1096 0.0145 0.3244 0.28
H -1.536550 -1.647881 6.034661 -0.0507 0.0209 -0.0388 0.36
C -0.436550 0.729389 0.707971 -0.6949 0.4955 1.4022 -0.72
C -0.567830 -0.622851 0.038111 -0.4133 1.3139 1.8661 2.02
C -1.974340 -0.775231 -0.441899 -0.7472 0.9307 -1.0062 -1.33
O 0.368390 -0.568711 -1.009419 0.0394 -1.3082 -0.2384 0.06
H -0.758180 1.548239 0.064441 0.1763 -0.0929 -0.3242 -0.88
H 0.498800 0.995089 1.200541 0.5327 -0.3707 -0.6037 -0.11
H -1.103980 0.782289 1.568111 -0.4421 -0.1479 0.0080 0.68
H -0.437450 -1.393921 0.797421 1.0371 -0.3064 -0.1362 -0.92
H -2.232200 -1.707611 -0.944169 0.2572 -0.0763 -0.0367 0.58
H -2.052910 0.068799 -1.127139 -0.5038 -0.1662 -0.6237 -0.32
H -2.741460 -0.561841 0.302471 0.2570 -0.2813 0.3782 0.48
H 0.387750 -1.477971 -1.316789 0.5229 -0.1073 -0.6999 -0.04
C -5.353760 -1.768671 -2.173069 -0.6204 -0.8326 -0.6830 -0.50
C -5.715160 -2.530341 -3.463409 1.2645 -0.4008 0.3326 0.55
C -4.410790 -3.196271 -4.010569 -0.3212 1.3316 -1.3703 -1.17
O -6.664210 -3.542351 -3.197149 -0.3307 -0.4470 0.6575 -0.59
H -6.035340 -0.935021 -2.004009 0.2249 -0.0770 0.1524 0.05
H -4.313760 -1.457741 -2.272119 -0.1558 0.2267 0.3434 -0.25
H -5.471830 -2.515551 -1.388009 0.2337 0.2283 0.2965 0.49
H -6.242840 -1.867431 -4.149119 0.7594 0.2966 -0.5582 0.18
H -3.800830 -2.478741 -4.559399 -0.0597 0.6761 0.0881 0.04
H -4.649810 -3.856101 -4.844589 -0.0850 -0.6913 0.3303 0.50
H -3.671210 -3.600191 -3.319219 -0.7339 -0.4375 0.4480 0.31
H -6.556300 -4.214061 -3.874469 -0.1401 -0.0826 0.0038 0.33
C 3.222630 2.862389 -3.204859 -0.4107 0.9000 1.3316 -1.39
C 2.716120 1.489499 -2.716799 1.2224 -0.0056 0.0622 1.55
C 3.770470 0.390939 -2.718399 0.1458 -0.9364 -0.2871 -1.56
O 2.206800 1.568749 -1.351039 0.2163 0.8220 -1.1899 0.81
H 4.074420 2.914909 -3.882929 -0.3121 -0.5360 -0.2194 0.40
H 3.509040 3.494109 -2.364029 0.5731 -0.4518 0.6073 0.25
H 2.418000 3.526139 -3.521259 -0.2695 -0.4775 -0.8192 0.25
H 1.966870 1.148539 -3.431279 -0.4802 0.0934 0.3618 -0.50
H 4.602820 0.487849 -2.021329 -0.0836 0.4984 0.0522 0.30
H 4.180940 0.138369 -3.696069 0.1037 0.6018 -0.2913 0.47
H 3.294400 -0.556891 -2.467249 -0.2717 -0.0209 0.3875 0.26
H 1.455420 0.972879 -1.306529 -0.2835 -0.4295 0.1807 -0.77
C -0.368160 -3.851811 -4.559429 1.4513 2.2544 -0.3662 -1.30
C -0.598450 -4.580281 -3.274139 -1.2917 -2.3986 -1.5808 1.29
C -1.373950 -5.870761 -3.585269 -0.5426 -0.1092 -0.2322 -1.11
O 0.582360 -5.064651 -2.739639 1.6739 0.6304 0.7270 -0.64
H -1.218590 -3.530661 -5.160869 -0.3269 -0.0719 0.5359 0.31
H 0.373140 -4.164211 -5.294939 -0.1834 -1.6186 0.2202 0.41
H 0.228010 -2.981401 -4.285449 -0.4796 0.9220 0.1820 0.17
H -1.075610 -3.991661 -2.490589 -0.5407 0.4484 -0.3653 -0.04
H -1.382460 -6.531441 -2.718359 -0.5486 0.2146 0.1826 0.14
H -0.849560 -6.463941 -4.334429 0.3898 0.3264 -0.1489 0.38
H -2.355500 -5.693951 -4.025049 -0.3144 -0.0367 0.3966 0.29
H 0.280120 -5.303171 -1.860229 0.6150 -0.6352 0.5915 0.10
C 0.964080 -7.199021 1.376161 -0.1347 1.1833 1.2250 -1.40
C -0.102510 -6.060621 1.197511 2.1741 -0.8901 -1.5650 0.41
C 0.617160 -4.667321 1.160531 -1.2146 -0.7541 1.0706 -0.94
O -0.531970 -6.358631 -0.134489 -0.8318 1.1019 -1.3367 -0.45
H 0.489020 -8.169181 1.521721 0.1501 -0.0428 -0.0704 0.42
H 1.660140 -6.982611 2.186581 -0.2624 -0.2364 0.4799 0.35
H 1.621060 -7.182311 0.506571 -0.3955 -0.1250 -0.2695 0.33
H -1.025960 -6.102261 1.775101 0.5646 0.1255 0.8390 0.33
H -0.111820 -3.899401 1.419341 -0.0472 0.2466 -0.5207 -0.03
H 1.128890 -4.467151 0.219171 -0.1479 -0.1608 0.0005 0.53
H 1.323980 -4.598691 1.987451 0.2389 -0.1938 -0.1018 0.22
H -0.842150 -7.265311 -0.192129 -0.0065 -0.0522 0.1398 0.24
C 3.635720 3.814189 1.821541 0.6654 0.7198 -0.7144 -0.91
C 4.241560 2.439569 1.467141 0.4108 2.0950 1.9289 0.64
C 5.214650 2.023709 2.601011 -0.2199 0.1065 0.4528 -1.23
O 3.123400 1.642279 1.416061 -1.0235 -2.1490 0.0496 1.73
H 2.865780 4.066599 1.092451 0.1014 0.0551 -0.3132 -0.04
H 4.400520 4.590049 1.786511 -0.0179 0.2478 0.1382 0.55
H 3.106040 3.862259 2.772981 0.3969 -0.4421 0.2529 -0.06
H 4.666030 2.494049 0.464671 0.6344 -0.0582 0.0889 0.45
H 6.191190 2.507829 2.590871 0.1503 -0.2070 -0.7738 0.46
H 5.309520 0.954899 2.792741 0.1577 -0.1152 -0.6405 0.23
H 4.873630 2.381249 3.572591 -0.7215 0.1633 -0.0231 0.13
H 2.808180 1.777849 0.519481 -0.6733 -0.4259 -0.5371 -0.83
```
Positions in Å, forces in eV/Å.

# 2
Below is a molecular structure, C21H18Cl3GaN2OS at a distorted geometry, with properties calculated with the ωB97M-V functional and the def2-TZVPD basis.

Calculated values
Calculated total energy = -127858.4780 eV
LUMO energy = -8.31 eV
Total charge = +2
Orbital gap = 5.338 eV
Largest force on an atom = 1.956 eV/A

Structure (XYZ):
```
47
Properties=species:S:1:pos:R:3:forces:R:3:mulliken_charge:R:1
Ga -0.906931 1.123273 -2.793765 0.2773 0.3086 -0.5587 0.46
C 0.264172 3.181307 -5.559522 -0.0091 -0.3580 -0.0481 -0.06
C 1.105230 2.060988 -5.252612 -0.0739 0.7837 -0.2072 -0.83
C 0.306175 0.986341 -5.008141 -0.5129 -0.4393 0.7280 -0.52
C -1.130634 1.471952 -5.149715 -0.1760 -0.8480 1.7542 0.05
C -1.081023 2.827293 -5.452584 0.5371 0.6826 -0.1744 -1.03
H 0.626200 4.143561 -5.893130 -0.0027 0.0245 0.1147 0.48
H 2.182729 2.071755 -5.292309 0.0124 -0.0342 0.0770 0.47
H 0.598301 -0.052675 -4.946220 -0.0114 -0.0352 -0.1365 0.62
H -1.981967 0.815619 -5.279065 0.0316 -0.0162 -0.2593 0.62
H -1.920971 3.469480 -5.662599 -0.0401 -0.0287 0.0446 0.45
Cl 3.564131 -4.419385 5.655254 0.0335 -0.0632 0.0287 -0.16
C 2.680785 -3.365304 4.630072 -0.1375 0.1758 -0.0941 0.36
C 1.698784 -2.540000 5.164001 0.0349 -0.0315 0.0482 -0.95
C 1.003768 -1.684590 4.329137 0.0131 0.0465 -0.0381 -0.17
C 1.272331 -1.633259 2.965884 -0.1232 -0.1124 -0.1096 -0.69
C 0.534496 -0.673255 2.072259 0.0338 0.0158 0.1169 0.75
C 1.247902 0.691472 2.024075 -0.3036 -0.6882 0.2942 -1.06
N 0.615181 1.448279 0.960133 0.0930 0.3963 -0.1356 0.33
C -0.322427 2.439788 1.103256 -0.1472 0.0862 -0.0696 -0.11
C -0.839244 2.667588 -0.129385 -0.1798 0.0642 0.0909 -0.75
N -0.219667 1.802624 -1.009021 -0.4585 -0.0576 -1.4509 0.21
C 0.661811 1.097139 -0.316907 0.1536 -0.2838 0.0495 -0.29
O -0.822161 -0.462475 2.462940 -0.0522 0.1406 -0.6152 -0.37
C -1.748406 -1.278353 1.734548 0.2842 -0.0220 0.3016 -1.35
C -2.140263 -0.762441 0.358201 0.4308 -0.0608 0.0283 0.33
C -3.053390 0.254741 0.179976 -0.0873 0.0261 -0.3230 0.61
Cl -3.805668 1.146692 1.403838 0.0293 -0.0103 -0.0996 -0.08
S -3.445774 0.528768 -1.473860 -0.1193 0.1444 0.2038 -0.09
C -2.296191 -0.676908 -1.983032 0.3402 0.4630 -0.5061 -0.50
C -1.712360 -1.283991 -0.891291 0.0660 0.0221 0.6306 -0.70
C 2.254763 -2.478133 2.453025 -0.1073 0.0850 0.3752 0.81
Cl 2.632951 -2.458345 0.754838 0.0717 0.0196 -0.1898 -0.22
C 2.960606 -3.340487 3.270831 0.1198 -0.1242 -0.0358 -0.79
H 1.490516 -2.569873 6.223945 -0.0057 -0.0067 0.0021 0.44
H 0.232901 -1.040102 4.732170 -0.0070 -0.0325 0.0386 0.48
H 0.540895 -1.068266 1.052021 0.0868 -0.0268 0.0212 0.28
H 2.307339 0.541857 1.824543 0.0041 0.1203 -0.0525 0.40
H 1.117607 1.228379 2.961105 0.0610 -0.0031 0.0115 0.33
H -0.561763 2.879151 2.055835 0.0810 0.0091 0.0199 0.45
H -1.593789 3.367439 -0.444658 0.0049 0.0139 0.0336 0.47
H 1.310612 0.334148 -0.717684 0.0471 -0.0335 0.0712 0.51
H -2.643538 -1.320507 2.353595 0.0095 -0.0725 -0.0172 0.68
H -1.340172 -2.288423 1.639638 -0.1166 -0.0342 -0.0104 0.34
H -2.340228 -1.077313 -2.988126 -0.1773 -0.1761 0.0490 0.82
H -1.026158 -2.116544 -0.983489 -0.0069 -0.0358 0.0135 0.51
H 3.722522 -3.988985 2.861974 -0.0011 0.0069 -0.0154 0.46
```
Positions in Å, forces in eV/Å.

- Which of these has the highest LUMO energy?
  C39H104O13

- What is the largest force on an atom in the first record?
  3.672 eV/A